P:
C23H29N3O2 | the ωB97M-V functional and the def2-TZVPD basis

Last column: Löwdin charge in e.
Element x y z (Å)
C: -1.37 -7.44 -2.43  -0.11
C: -2.58 -6.72 -3.02  -0.27
C: -3.17 -5.68 -2.07  -0.23
C: -3.81 -6.30 -0.83  -0.20
C: -4.53 -5.27 0.05  -0.11
C: -3.52 -4.31 0.67  -0.48
O: -2.91 -4.59 1.67  0.07
N: -3.38 -3.15 -0.03  0.12
C: -2.53 -2.07 0.21  -0.23
C: -2.51 -1.03 -0.72  -0.03
C: -1.70 0.06 -0.53  -0.02
C: -0.85 0.16 0.58  -0.23
C: -0.88 -0.89 1.50  -0.01
C: -1.70 -1.99 1.32  0.00
H: -1.69 -2.79 2.04  0.10
H: -0.23 -0.88 2.36  0.10
N: -0.08 1.30 0.76  -0.11
C: 0.76 1.76 -0.32  -0.13
H: 0.30 1.53 -1.28  0.11
C: 0.97 3.28 -0.20  -0.12
N: 1.56 3.57 1.08  -0.05
C: 2.84 3.96 1.30  -0.43
O: 3.34 3.96 2.41  0.08
C: 3.60 4.44 0.10  -0.16
C: 3.20 5.57 -0.59  -0.04
C: 3.96 6.04 -1.65  -0.08
C: 5.11 5.38 -2.02  -0.09
C: 5.52 4.25 -1.33  -0.08
C: 4.77 3.79 -0.27  -0.02
H: 5.09 2.92 0.29  0.12
H: 6.43 3.74 -1.62  0.10
H: 5.70 5.75 -2.85  0.10
H: 3.64 6.93 -2.18  0.10
H: 2.30 6.09 -0.29  0.12
C: 0.76 3.07 2.18  -0.11
C: 0.53 1.57 2.05  -0.15
H: -0.14 1.24 2.84  0.12
H: 1.50 1.04 2.16  0.14
H: 1.30 3.30 3.11  0.12
H: -0.20 3.59 2.18  0.13
H: 1.62 3.62 -1.01  0.12
H: 0.00 3.79 -0.28  0.13
H: 1.74 1.27 -0.29  0.14
H: -1.73 0.87 -1.25  0.11
H: -3.16 -1.07 -1.58  0.11
H: -3.94 -3.06 -0.87  0.13
H: -5.03 -5.79 0.87  0.12
H: -5.28 -4.73 -0.54  0.11
H: -4.53 -7.07 -1.13  0.12
H: -3.04 -6.79 -0.22  0.11
H: -3.94 -5.12 -2.61  0.11
H: -2.39 -4.99 -1.77  0.11
H: -3.35 -7.46 -3.28  0.10
H: -2.28 -6.22 -3.94  0.10
H: -0.93 -8.11 -3.18  0.07
H: -0.61 -6.73 -2.12  0.08
H: -1.65 -8.04 -1.57  0.07

Net charge: 0
SMILES string: CCCCCC(=O)Nc1ccc(N2CCN(C(=O)c3ccccc3)CC2)cc1
Multiplicity: 1
HOMO level (hartree): -0.279
Gap between HOMO and LUMO (eV): 8.26

=====

Q:
C23H29N3O2 | the ωB97M-V functional and the def2-TZVPD basis

Last column: Löwdin charge in e.
Element x y z (Å)
C: 0.69 -0.08 -6.72  -0.09
C: 2.12 -0.08 -6.29  -0.15
C: 2.73 -1.12 -5.73  -0.30
C: 2.03 -2.43 -5.52  -0.06
H: 1.02 -2.29 -5.13  0.08
H: 1.93 -2.95 -6.47  0.09
H: 2.58 -3.08 -4.84  0.07
C: 4.19 -1.05 -5.33  -0.16
N: 4.53 -0.56 -4.00  -0.17
C: 4.14 -1.38 -2.88  -0.17
C: 2.73 -1.10 -2.34  -0.10
H: 1.99 -1.33 -3.10  0.11
H: 2.53 -1.73 -1.47  0.12
C: 2.60 0.38 -1.99  -0.33
C: 2.93 1.21 -3.23  -0.10
C: 4.33 0.84 -3.74  -0.17
H: 4.56 1.41 -4.65  0.12
H: 5.07 1.13 -2.97  0.12
H: 2.18 1.01 -3.99  0.10
H: 2.90 2.27 -2.98  0.12
O: 1.28 0.72 -1.60  -0.01
C: 0.83 0.44 -0.35  -0.25
C: 1.57 -0.15 0.67  0.00
C: 0.99 -0.36 1.91  -0.01
C: -0.33 -0.02 2.15  -0.15
C: -1.07 0.58 1.13  -0.03
C: -0.49 0.81 -0.10  0.00
H: -1.05 1.28 -0.89  0.12
H: -2.08 0.91 1.30  0.11
C: -0.88 -0.28 3.52  -0.46
O: -0.18 -0.28 4.51  0.07
N: -2.21 -0.55 3.55  0.07
H: -2.73 -0.58 2.69  0.12
C: -2.93 -0.75 4.79  -0.12
C: -4.15 0.13 4.85  -0.27
N: -4.16 1.06 5.80  0.11
C: -5.20 1.87 5.88  -0.14
C: -6.28 1.81 5.02  -0.07
C: -6.27 0.84 4.03  -0.07
C: -5.19 -0.01 3.94  -0.03
H: -5.16 -0.79 3.19  0.11
H: -7.10 0.75 3.34  0.11
H: -7.11 2.50 5.12  0.10
H: -5.15 2.60 6.68  0.11
H: -3.23 -1.80 4.87  0.13
H: -2.25 -0.51 5.60  0.12
H: 1.57 -0.80 2.71  0.12
H: 2.60 -0.44 0.52  0.11
H: 3.31 0.64 -1.18  0.15
H: 4.24 -2.43 -3.15  0.12
H: 4.86 -1.17 -2.07  0.12
H: 4.64 -2.04 -5.42  0.12
H: 4.72 -0.39 -6.03  0.12
H: 2.67 0.83 -6.46  0.10
H: 0.02 -0.16 -5.86  0.08
H: 0.44 0.84 -7.24  0.07
H: 0.48 -0.92 -7.38  0.08

Net charge: 0
SMILES string: C/C=C(\C)CN1CCC(Oc2ccc(C(=O)NCc3ccccn3)cc2)CC1
Multiplicity: 1
HOMO level (hartree): -0.302
Gap between HOMO and LUMO (eV): 8.94

=====

Which one sits at the top of the stability order? P does.

=====

P:
C5H13N3 | the ωB97M-V functional and the def2-TZVPD basis

Last column: Löwdin charge in e.
Element x y z (Å)
C: -2.19 0.09 2.07  -0.14
N: 0.50 -0.28 2.67  0.08
C: 0.03 0.81 1.93  -0.34
N: -1.16 1.01 1.56  -0.04
H: -2.10 -0.88 1.58  0.07
H: -3.17 0.52 1.84  0.06
H: -2.07 -0.03 3.15  0.07
H: 0.20 -1.17 2.35  0.07
H: 1.47 -0.26 2.89  0.08
H: 0.76 1.58 1.70  0.11
C: 1.97 -1.09 -2.30  -0.11
C: 1.00 -0.10 -1.63  -0.32
C: -1.03 0.91 -2.07  -0.06
N: -0.09 0.22 -2.56  -0.04
H: 2.72 -1.45 -1.59  0.06
H: 1.39 -1.93 -2.67  0.06
H: 2.48 -0.56 -3.10  0.07
H: 1.57 0.80 -1.37  0.11
H: 0.58 -0.52 -0.72  0.09
H: -0.97 1.27 -1.04  0.05
H: -1.88 1.09 -2.71  0.06

Net charge: 0
SMILES string: C/N=C\N.C=NCC
Multiplicity: 1
HOMO level (hartree): -0.344
Gap between HOMO and LUMO (eV): 10.09

=====

Q:
C5H13N3 | the ωB97M-V functional and the def2-TZVPD basis

Last column: Löwdin charge in e.
Element x y z (Å)
C: -0.97 0.73 0.06  -0.32
C: -1.37 0.77 -1.39  -0.11
C: -1.98 0.05 0.96  -0.12
N: 0.07 -1.83 -0.36  0.06
C: 1.07 -1.08 0.03  -0.46
N: 2.33 -1.49 -0.35  0.12
N: 1.88 1.25 0.07  0.04
C: 0.85 0.31 0.49  -0.23
H: -0.50 -2.21 0.40  0.05
H: -0.87 1.76 0.40  0.10
H: 3.09 -1.14 0.22  0.09
H: 2.36 -2.48 -0.56  0.10
H: 1.92 2.08 0.65  0.08
H: 2.67 0.92 -0.46  0.06
H: 0.68 0.36 1.56  0.11
H: -2.25 1.41 -1.52  0.08
H: -0.56 1.15 -2.02  0.07
H: -1.66 -0.21 -1.78  0.06
H: -1.55 -0.20 1.94  0.07
H: -2.39 -0.86 0.51  0.07
H: -2.82 0.72 1.15  0.08

Net charge: 0
Multiplicity: 1
HOMO level (hartree): -0.284
Gap between HOMO and LUMO (eV): 8.53

=====

R:
C5H13N3 | the ωB97M-V functional and the def2-TZVPD basis

Last column: Löwdin charge in e.
Element x y z (Å)
C: 0.30 -0.42 1.11  -0.04
C: -1.34 1.60 -0.18  -0.10
C: -1.03 -0.44 -1.49  -0.09
C: 0.11 -1.89 1.19  -0.06
N: -0.67 0.32 -0.31  -0.17
C: 1.07 0.26 0.06  -0.65
N: 1.48 1.58 0.43  0.08
N: 1.94 -0.42 -0.71  0.03
H: 0.15 0.14 2.03  0.13
H: 2.03 1.56 1.29  0.08
H: 2.02 1.99 -0.32  0.08
H: 1.63 -1.37 -0.90  -0.02
H: -2.42 1.45 -0.24  0.08
H: -1.06 2.07 0.76  0.07
H: -0.44 -1.35 -1.58  0.07
H: -2.09 -0.69 -1.47  0.09
H: -0.82 0.15 -2.39  0.10
H: -1.04 2.28 -0.99  0.09
H: -0.89 -2.11 1.58  0.09
H: 0.22 -2.40 0.23  0.06
H: 0.84 -2.32 1.88  0.09

Net charge: 0
Multiplicity: 1
HOMO level (hartree): -0.267
Gap between HOMO and LUMO (eV): 7.99

=====

Which one sits at the top of the stability order? P does.

=====

P:
C5H37NO13 | the ωB97M-V functional and the def2-TZVPD basis

Last column: Löwdin charge in e.
Element x y z (Å)
C: 3.05 -2.77 2.55  -0.10
N: 2.05 -2.10 1.71  -0.10
C: 1.84 -2.66 0.41  -0.34
C: 1.70 -1.49 -0.61  -0.34
C: 3.05 -0.91 -0.98  -0.02
O: 0.77 -0.54 -0.04  -0.09
C: 0.57 -3.59 0.28  -0.01
H: 3.99 -2.25 2.40  0.07
H: 3.17 -3.83 2.32  0.08
H: 2.79 -2.76 3.61  0.08
H: 1.33 -1.60 2.19  0.11
H: 2.66 -3.26 0.06  0.13
H: 1.16 -1.69 -1.54  0.13
H: 2.94 -0.30 -1.87  0.09
H: 3.74 -1.72 -1.22  0.09
H: 3.63 -0.46 -0.18  0.05
H: 1.01 -0.06 0.75  0.03
H: 0.04 -3.17 -0.58  0.06
H: 0.65 -4.66 0.31  0.07
H: -0.12 -3.25 1.07  0.08
H: 0.59 1.57 5.00  0.06
H: -0.01 0.28 4.68  0.06
O: -0.13 1.22 4.46  -0.04
H: -2.42 4.13 -2.48  0.03
H: -1.06 4.52 -3.04  0.05
O: -1.81 3.94 -3.21  -0.05
H: -2.90 1.17 -3.74  0.02
H: -1.91 2.25 -4.22  -0.01
O: -2.46 1.51 -4.53  -0.06
H: -2.56 -0.85 1.91  -0.01
H: -3.63 -0.26 2.79  0.04
O: -2.91 -0.90 2.80  -0.06
H: 3.25 0.40 0.99  -0.01
H: 3.02 -0.05 2.40  0.02
O: 3.02 0.75 1.86  -0.05
H: -1.80 -0.55 -1.82  0.06
H: -0.35 -0.43 -1.36  0.02
O: -1.06 0.06 -1.84  -0.07
H: -4.44 -1.25 0.37  0.04
H: -3.09 -0.63 0.00  -0.03
O: -3.63 -1.41 -0.11  -0.05
H: 0.07 2.80 -1.69  0.03
H: 0.83 1.91 -0.84  0.04
O: 0.08 2.52 -0.76  -0.05
H: -2.09 1.11 -0.56  0.01
H: -1.52 1.11 0.68  0.02
O: -2.43 1.30 0.34  -0.10
H: 0.78 1.53 -4.29  0.03
H: -0.04 0.25 -3.66  0.01
O: 0.72 0.83 -3.65  -0.06
H: -3.26 3.56 -0.35  0.04
H: -3.43 2.49 -1.40  0.01
O: -3.83 3.30 -1.08  -0.05
H: 0.51 2.10 1.46  0.07
H: -0.19 1.54 2.59  0.04
O: 0.08 1.26 1.69  -0.07

Net charge: 0
Multiplicity: 1
HOMO level (hartree): -0.328
Gap between HOMO and LUMO (eV): 8.99

=====

Q:
C5H37NO13 | the ωB97M-V functional and the def2-TZVPD basis

Last column: Löwdin charge in e.
Element x y z (Å)
C: 0.08 3.07 1.48  -0.07
N: -0.23 1.59 1.53  -0.25
C: 0.42 0.78 2.55  -0.11
C: -2.59 1.49 2.61  -0.07
C: -1.75 1.35 1.30  -0.31
C: -1.95 -0.05 0.75  -0.20
O: -2.59 0.29 -0.49  -0.10
H: -0.51 3.46 0.66  0.05
H: 1.09 3.16 1.16  0.06
H: -0.19 3.68 2.44  0.12
H: 0.13 -0.32 2.54  0.06
H: 1.50 0.72 2.48  0.07
H: 0.07 1.12 3.66  0.12
H: -2.36 2.54 2.89  0.07
H: -2.19 0.76 3.36  0.08
H: -3.65 1.32 2.88  0.08
H: -1.98 2.27 0.55  0.16
H: -2.65 -0.76 1.25  0.13
H: -0.97 -0.64 0.55  0.14
H: -2.52 -0.38 -1.11  0.04
H: 4.26 -0.41 -0.11  0.06
H: 4.66 0.96 0.42  0.03
O: 3.95 0.47 0.09  0.01
H: 0.23 1.07 -0.49  0.03
H: 0.81 1.64 -1.73  -0.06
O: 0.11 1.19 -1.43  0.00
H: 2.19 -2.29 -2.35  -0.01
H: 2.92 -3.60 -2.65  0.03
O: 2.52 -3.14 -1.96  -0.06
H: -0.61 -1.24 -3.38  0.01
H: -0.28 -0.41 -2.07  0.05
O: -0.63 -1.28 -2.47  -0.06
H: 1.92 -0.65 -3.76  0.11
H: 1.81 -0.12 -2.38  -0.01
O: 1.84 -0.91 -2.84  0.01
H: 0.10 -2.02 2.82  -0.01
H: 0.36 -3.19 1.96  -0.06
O: 0.78 -2.55 2.48  -0.03
H: -0.28 -4.00 -0.28  0.06
H: -0.29 -5.10 0.55  0.02
O: -0.28 -4.18 0.76  -0.10
H: 0.90 -4.25 -2.12  0.04
H: 0.05 -3.00 -2.37  0.05
O: 0.02 -3.90 -1.88  -0.10
H: 3.06 -3.03 -0.17  -0.06
H: 2.42 -2.61 1.03  0.07
O: 3.29 -3.11 0.74  -0.10
H: -2.73 4.50 -0.23  0.05
H: -3.76 4.49 0.90  0.06
O: -2.98 5.03 0.58  -0.10
H: 2.97 1.57 -0.79  -0.01
H: 2.79 2.68 -1.84  0.08
O: 2.55 1.79 -1.61  -0.04
H: -3.44 1.67 -1.71  -0.04
H: -4.24 0.79 -2.45  0.00
O: -4.14 1.70 -2.29  -0.01

Net charge: 0
Multiplicity: 1
HOMO level (hartree): -0.325
Gap between HOMO and LUMO (eV): 8.68

=====

Which one sits at the top of the stability order? P does.

=====

P:
H10O5 | the ωB97M-V functional and the def2-TZVPD basis

Last column: Löwdin charge in e.
Element x y z (Å)
O: 16.95 17.25 25.86  -0.06
H: 17.30 17.09 24.98  0.03
H: 16.01 17.41 25.71  0.02
O: 14.07 13.02 22.54  -0.05
H: 14.80 12.83 23.15  0.08
H: 14.50 13.11 21.67  0.08
O: 14.01 15.88 23.36  -0.05
H: 13.90 15.93 24.32  0.05
H: 13.96 14.93 23.16  0.01
O: 15.43 18.32 22.49  -0.07
H: 16.28 17.92 22.28  0.03
H: 14.88 17.58 22.81  -0.01
O: 11.31 13.06 21.82  -0.07
H: 12.27 13.02 21.96  -0.02
H: 10.99 13.67 22.49  0.03

Net charge: 0
SMILES string: O.O.O.O.O
Multiplicity: 1
HOMO level (hartree): -0.413
Gap between HOMO and LUMO (eV): 11.08

=====

Q:
H10O5 | the ωB97M-V functional and the def2-TZVPD basis

Last column: Löwdin charge in e.
Element x y z (Å)
O: -0.57 2.04 2.16  -0.05
H: -0.84 1.25 1.72  -0.04
H: -0.77 2.60 1.41  0.03
O: -1.76 0.23 0.44  -0.01
H: -2.28 -0.08 1.20  0.09
H: -2.22 0.94 0.07  0.04
O: 3.11 0.91 -1.26  -0.10
H: 3.59 1.68 -0.90  0.04
H: 2.57 0.51 -0.53  0.01
O: 1.11 -0.84 0.11  -0.04
H: 0.64 -1.63 -0.20  0.01
H: 0.33 -0.32 0.27  -0.01
O: -0.87 -2.63 -1.18  -0.01
H: -0.57 -2.73 -2.07  0.05
H: -1.47 -1.92 -1.23  0.01

Net charge: 0
SMILES string: O.O.O.O.O
Multiplicity: 1
HOMO level (hartree): -0.392
Gap between HOMO and LUMO (eV): 10.62

=====

Which one sits at the top of the stability order? P does.